C12H16NO6P as an isolated structure at a distorted geometry, computed with ωB97M-V/def2-TZVPD.

## Properties
2S+1: 1
HOMO level (eV): -8.79
Gap between HOMO and LUMO (eV): 9.091

Element x y z (Å)
O: 0.419 -1.518 -1.213
O: -3.563 -1.946 1.325
O: 1.354 -1.009 -3.531
O: 1.320 1.354 0.671
O: -5.353 -0.051 1.352
O: -3.674 -1.269 2.996
C: 1.142 -0.626 -0.782
C: 4.736 0.195 -2.956
C: 4.718 0.433 -1.595
C: 3.608 -0.308 -3.594
C: 3.555 0.170 -0.877
C: 2.455 -0.554 -2.874
C: 2.402 -0.356 -1.526
N: 0.621 0.165 0.223
C: -0.720 0.398 2.327
C: -1.983 1.251 2.303
C: -1.852 0.196 0.106
C: -0.623 -0.245 0.936
C: -2.824 0.732 1.155
P: -3.898 -0.581 1.699
H: 0.758 -1.385 -2.847
H: 1.183 2.145 0.146
H: -5.904 -0.837 1.426
H: -3.544 -2.022 2.368
H: 5.659 0.376 -3.499
H: 5.604 0.797 -1.081
H: 3.607 -0.517 -4.662
H: 3.587 0.371 0.206
H: 0.145 1.000 2.606
H: -0.747 -0.385 3.054
H: -1.740 2.294 2.091
H: -2.496 1.176 3.283
H: -1.589 1.002 -0.569
H: -2.300 -0.638 -0.456
H: -0.600 -1.336 1.038
H: -3.463 1.528 0.751